No. 1
# C20H27FN4O4

A single C20H27FN4O4 molecule (the ωB97M-V functional and the def2-TZVPD basis, OMol25).

The geometry in XYZ format:
```
56
Properties=species:S:1:pos:R:3
C 1.86 -3.52 -0.52
C 0.63 -2.62 -0.51
N 0.91 -1.23 -0.85
C 0.71 -0.12 0.10
C 0.65 -0.47 1.58
C 1.94 -1.03 2.15
N 0.29 0.77 2.26
C -0.34 0.76 3.45
O -0.69 -0.27 4.01
C -0.58 2.10 4.05
C -0.03 3.33 3.74
C -0.63 4.20 4.66
O -0.41 5.52 4.75
N -1.47 3.57 5.45
N -1.43 2.28 5.07
C -2.26 1.32 5.78
C 1.12 -0.80 -2.13
O 1.42 0.35 -2.38
C 0.86 -1.79 -3.29
C -0.65 -1.85 -3.58
C -1.36 -0.53 -3.44
C -2.18 -0.29 -2.34
C -2.79 0.94 -2.15
C -2.57 1.93 -3.09
F -3.16 3.13 -2.92
C -1.76 1.73 -4.19
C -1.16 0.50 -4.36
O 1.49 -1.35 -4.47
C 2.90 -1.38 -4.39
H 1.58 -4.53 -0.21
H 2.30 -3.59 -1.52
H 2.63 -3.15 0.15
H -0.13 -3.03 -1.18
H 0.18 -2.64 0.48
H 1.53 0.58 -0.06
H -0.21 0.41 -0.17
H -0.17 -1.16 1.79
H 2.15 -2.03 1.77
H 2.78 -0.39 1.90
H 1.86 -1.10 3.24
H 0.52 1.65 1.83
H 0.71 3.57 3.00
H -0.96 5.86 5.47
H -2.82 0.71 5.08
H -1.64 0.66 6.39
H -2.93 1.89 6.41
H 1.22 -2.79 -3.05
H -0.74 -2.23 -4.60
H -1.12 -2.58 -2.93
H -2.34 -1.08 -1.62
H -3.43 1.14 -1.30
H -1.62 2.54 -4.90
H -0.51 0.33 -5.21
H 3.28 -1.11 -5.37
H 3.28 -0.68 -3.65
H 3.25 -2.40 -4.15
```

SMILES string: CCN(C[C@@H](C)NC(=O)c1cc(O)nn1C)C(=O)[C@@H](Cc1ccc(F)cc1)OC
strongest force on any atom: 0.1 eV/A
frontier orbital gap: 9.4289 eV
spin multiplicity: 1
charge: 0
energy: -1398.17270 Eh
HOMO level: -8.85 eV
relative energy (zero: lowest compared OMol25 entry of this formula, charge and spin): 61.6 kJ/mol

---

No. 2
# C14H21NO3

A molecular structure, C14H21NO3 (the ωB97M-V functional and the def2-TZVPD basis, OMol25).

The geometry in XYZ format:
```
39
Properties=species:S:1:pos:R:3
C -4.24 -2.53 -0.88
H -3.58 -2.71 -1.89
O -3.80 -1.16 -0.54
C -4.57 -0.92 0.66
C -4.19 0.34 0.95
H -4.89 0.73 2.00
C -2.83 0.48 1.68
N -1.89 0.46 0.25
C -1.06 1.42 -0.13
O -0.75 2.36 0.60
C -0.38 1.26 -1.33
C 0.74 2.10 -1.73
C 2.04 1.53 -0.82
H 1.70 1.84 0.38
O 2.50 0.40 -1.14
C 3.49 -0.11 -0.18
C 4.24 0.43 0.79
C 5.23 -0.07 1.46
C 5.81 -1.17 0.95
C 5.04 -1.89 0.09
C 3.96 -1.35 -0.77
H 3.38 -1.75 -1.33
H 5.39 -2.80 -0.27
H 6.48 -1.68 1.69
H 5.76 0.68 1.95
H 3.97 1.59 1.04
H 2.82 2.27 -0.86
H 0.57 3.19 -1.50
H 1.10 1.85 -2.55
H 0.06 -0.01 -1.26
H -1.06 1.27 -2.19
H -2.14 -0.35 -0.37
H -2.49 -0.12 2.29
H -2.54 1.47 1.91
H -4.43 1.14 0.28
H -5.67 -0.73 0.56
H -4.34 -1.60 1.31
H -4.02 -3.28 0.04
H -5.39 -2.57 -1.15
```

strongest force on any atom: 15.9 eV/A
frontier orbital gap: 9.2815 eV
spin multiplicity: 1
charge: 0
energy: -826.10946 Eh
HOMO level: -8.61 eV
relative energy (zero: lowest compared OMol25 entry of this formula, charge and spin): 1280.1 kJ/mol

---

No. 3
# C5H4O3S2

2 unconnected molecules or ions with the total composition C5H4O3S2 (the ωB97M-V functional and the def2-TZVPD basis, OMol25).

The geometry in XYZ format:
```
14
Properties=species:S:1:pos:R:3
O -1.50 -3.66 0.04
C -0.85 -2.70 -0.01
C -0.09 -1.67 -0.18
S 0.22 -0.56 1.21
C 0.74 0.79 0.09
C 1.72 0.10 -0.92
S 0.76 -1.28 -1.63
H 1.11 1.49 0.86
H -0.04 1.36 -0.49
H 1.98 0.81 -1.63
H 2.48 -0.31 -0.44
O -2.75 0.92 0.79
C -2.16 1.88 1.00
O -1.62 2.84 1.31
```

SMILES string: O=C=C1SCCS1.O=C=O
strongest force on any atom: 5.1 eV/A
frontier orbital gap: 8.0510 eV
spin multiplicity: 1
charge: 0
energy: -1214.99241 Eh
HOMO level: -7.79 eV
relative energy (zero: lowest compared OMol25 entry of this formula, charge and spin): 82.1 kJ/mol